Molecular formula: C9H13F4N2
Method: DFT, ωB97M-V with the def2-TZVPD basis set

Its SMILES is CCCC[C@@](F)([n+]1cc[nH]c1)C(F)(F)F. Its total energy is -859.46809 Eh. The energy above the lowest of the compared OMol25 structures with the same formula, charge and spin comes out at 0.000 eV. As for the lowest unoccupied orbital energy: -3.4 eV. Its HOMO energy is -14.340 eV.

Geometry as ORCA input:
```
! wB97M-V def2-TZVPD RIJCOSX def2/J DEFGRID3
* xyz 1 1
C -1.7947 3.0455 0.5811
C -1.8863 1.7838 1.1465
C -0.8161 1.6247 -0.7697
C 3.7972 -1.0369 0.1862
C 2.4074 -1.3624 -0.4970
C 1.2336 -0.5741 0.1848
C -0.1166 -1.1957 -0.2737
C -1.2953 -0.5364 0.3758
C -2.6482 -1.0888 -0.1674
N -1.0021 2.8863 -0.6034
N -1.2577 0.9073 0.2277
F -1.2896 -0.7475 1.7456
F -2.5698 -2.4141 -0.3061
F -2.8874 -0.5668 -1.3663
F -3.6426 -0.7601 0.7255
H -2.0188 3.9833 1.0147
H -2.5420 1.3381 1.9049
H -0.4956 1.1637 -1.6909
H 3.6609 -0.1285 0.7466
H 4.6489 -0.9358 -0.4353
H 4.1167 -1.8634 0.9198
H 2.3381 -2.4736 -0.6479
H 2.4055 -1.0414 -1.5576
H 1.3102 -0.8221 1.2384
H 1.2967 0.4870 -0.1053
H -0.2204 -1.1137 -1.3175
H -0.0899 -2.1956 0.0047
H -0.6420 3.6373 -1.2641
*
```

Here are the Mulliken charges for atoms 1 to 8, given in e: -0.559 -0.263 -0.067 -1.193 -0.607 -0.393 -1.630 0.800



Molecular formula: C6H9NO
Method: DFT, ωB97M-V with the def2-TZVPD basis set

Its SMILES is [H]/N=C(/C(=C)C)C(C)=O. Its total energy is -363.94156 Eh. The energy above the lowest of the compared OMol25 structures with the same formula, charge and spin comes out at 2.250 eV. As for the lowest unoccupied orbital energy: 0.0 eV. Its HOMO energy is -9.479 eV.

Geometry as ORCA input:
```
! wB97M-V def2-TZVPD RIJCOSX def2/J DEFGRID3
* xyz 0 1
C -0.8455 -1.3501 1.0630
C -0.9578 -0.1273 0.4472
C 0.1479 0.6203 -0.0607
C 1.5657 0.0514 0.1119
C -2.2973 0.5230 0.3415
C 2.0842 -0.4520 -1.1522
N -0.0407 1.8488 -0.5040
O 2.2703 -0.0092 1.0982
H -1.6139 -1.8032 1.6853
H 0.0848 -1.9284 1.1710
H -2.3216 1.1204 1.3098
H -2.5840 1.1002 -0.5711
H -3.0194 -0.2059 0.5130
H 2.1700 0.2147 -2.0225
H 3.0819 -0.7018 -1.0245
H 1.3676 -1.1765 -1.6637
H 0.9078 2.2755 -0.7422
*
```

Here are the Mulliken charges for atoms 1 to 8, given in e: -1.066 0.958 0.428 0.314 -1.277 -1.073 -0.663 -0.543



Molecular formula: C44H98N8O9
Method: DFT, ωB97M-V with the def2-TZVPD basis set

Its SMILES is CCCCCCCCc1cccc2c1C(=O)NC2=O.COC[C@@H](C)N.COC[C@@H](C)N.COC[C@@H](C)N.COC[C@@H](C)N.COC[C@@H](C)N.COC[C@@H](C)N.COC[C@@H](C)N. Its total energy is -2850.11979 Eh. As for the lowest unoccupied orbital energy: -1.0 eV. Its HOMO energy is -8.831 eV.

Geometry as ORCA input:
```
! wB97M-V def2-TZVPD RIJCOSX def2/J DEFGRID3
* xyz 0 1
C 1.2726 -4.8226 3.5227
C 1.8752 -4.0563 2.2376
C 0.7652 -3.4435 1.2505
C -0.0032 -2.1468 1.8287
C -1.0463 -2.4642 3.0078
C -2.3813 -1.5375 2.9205
C -3.5246 -2.3057 3.7385
C -5.0084 -1.6131 3.5829
C -6.0646 -2.8173 3.4573
C -6.2145 -3.8484 4.6369
C -7.2270 -5.0485 4.5432
C -8.0876 -5.2663 3.2419
C -7.9028 -4.2189 2.1291
C -6.9393 -2.9948 2.1760
C -7.0708 -2.1531 0.8334
O -6.2809 -1.3520 0.2881
N -8.4142 -2.6065 0.3393
C -8.5485 -4.0634 0.6814
O -9.0301 -4.9598 -0.0502
H 1.9891 -5.6146 3.9533
H 1.1276 -4.0393 4.3413
H 0.2497 -5.2804 3.2851
H 2.6423 -3.2698 2.5811
H 2.4801 -4.8363 1.6431
H 0.0553 -4.2626 0.8781
H 1.3358 -3.0766 0.3133
H 0.7548 -1.3426 2.1377
H -0.6010 -1.6952 0.9483
H -1.3045 -3.5765 3.0473
H -0.5315 -2.2027 4.0003
H -2.1515 -0.5266 3.3964
H -2.6981 -1.4437 1.8188
H -3.6313 -3.3649 3.2760
H -3.3015 -2.4664 4.8464
H -5.2723 -0.9725 4.4979
H -5.0995 -0.9600 2.6533
H -5.5874 -3.7355 5.5959
H -7.3088 -5.7560 5.4415
H -8.8105 -6.1301 3.0993
H -9.1310 -2.2192 0.9923
C -3.7808 1.2713 -3.8765
C -4.5544 0.5622 -2.7689
C -5.9509 1.1664 -2.5126
O -5.9348 2.3853 -1.7722
C -5.6794 3.5410 -2.5521
N -3.7380 0.5497 -1.5484
H -3.3793 2.2357 -3.5581
H -2.9284 0.6624 -4.1931
H -4.4133 1.4363 -4.7534
H -4.7020 -0.4743 -3.0922
H -6.5141 0.4578 -1.8961
H -6.5171 1.2842 -3.4439
H -6.1098 3.4657 -3.5552
H -4.6051 3.7257 -2.6116
H -6.1321 4.3965 -2.0454
H -4.2189 -0.0034 -0.8405
H -3.7537 1.4958 -1.1649
C -4.7635 -6.6745 1.6194
C -4.8070 -5.4587 0.6991
C -4.5906 -5.8128 -0.7867
O -3.2337 -6.0746 -1.1349
C -2.7995 -7.3947 -0.8536
N -3.8443 -4.4671 1.1636
H -3.7480 -7.0421 1.7830
H -5.1708 -6.4197 2.6028
H -5.3636 -7.4945 1.2154
H -5.8072 -5.0238 0.7900
H -4.8820 -4.9424 -1.3844
H -5.2398 -6.6372 -1.1038
H -3.5964 -8.1307 -0.9951
H -2.4036 -7.4528 0.1622
H -1.9830 -7.6342 -1.5384
H -3.9466 -3.6231 0.6009
H -2.9120 -4.8055 0.9192
C 4.8768 2.0421 1.6941
C 4.2074 0.8910 0.9489
C 2.9086 1.2960 0.2260
O 1.7817 1.4389 1.0854
C 1.6970 2.6932 1.7405
N 3.9758 -0.2128 1.8843
H 4.3618 2.2992 2.6221
H 5.9017 1.7733 1.9657
H 4.9248 2.9388 1.0696
H 4.9138 0.5505 0.1834
H 2.6456 0.4895 -0.4665
H 3.0497 2.1949 -0.3856
H 2.0683 3.5114 1.1164
H 2.2385 2.6609 2.6879
H 0.6459 2.8835 1.9697
H 3.6133 -1.0091 1.3620
H 3.1938 0.0570 2.4829
C 9.1625 3.4295 6.6622
C 7.9697 4.0655 5.9549
C 6.9630 3.0351 5.4020
O 7.3811 2.3950 4.2001
C 8.2566 1.2963 4.3946
N 8.4609 4.9602 4.9002
H 9.8840 2.9984 5.9651
H 9.6994 4.1806 7.2493
H 8.8382 2.6429 7.3492
H 7.4404 4.6717 6.6986
H 6.0438 3.5710 5.1420
H 6.6852 2.2943 6.1609
H 8.0264 0.7412 5.3085
H 9.2931 1.6383 4.4075
H 8.1443 0.6212 3.5432
H 7.6668 5.4514 4.4929
H 8.7959 4.3714 4.1363
C 10.7831 6.6202 -0.6301
C 10.0171 5.8941 0.4717
C 8.6075 6.4704 0.7214
O 8.5942 7.6864 1.4634
C 8.8303 8.8500 0.6882
N 10.8266 5.8949 1.6962
H 11.1641 7.5914 -0.3075
H 11.6486 6.0286 -0.9428
H 10.1529 6.7749 -1.5103
H 9.8914 4.8555 0.1456
H 8.0546 5.7496 1.3336
H 8.0444 6.5789 -0.2132
H 8.4078 8.7692 -0.3176
H 9.9008 9.0569 0.6359
H 8.3570 9.6941 1.1945
H 10.3530 5.3313 2.4001
H 10.7912 6.8394 2.0821
C -9.4331 2.3635 -8.2090
C -8.0272 1.8030 -8.0166
C -7.9211 0.7990 -6.8497
O -7.8972 1.4016 -5.5588
C -9.1761 1.7275 -5.0392
N -7.0859 2.9184 -7.8579
H -9.6954 3.1089 -7.4555
H -9.5147 2.8553 -9.1829
H -10.1813 1.5667 -8.1774
H -7.7670 1.2641 -8.9345
H -6.9638 0.2753 -6.9444
H -8.7010 0.0307 -6.9057
H -9.9399 1.0035 -5.3372
H -9.4634 2.7338 -5.3493
H -9.1070 1.7274 -3.9488
H -6.1391 2.5442 -7.8223
H -7.2269 3.3029 -6.9226
C 4.5253 -2.0914 -5.5100
C 5.2041 -1.1823 -4.4899
C 4.7580 -1.4494 -3.0371
O 3.4763 -0.9194 -2.7109
C 2.3857 -1.7403 -3.0979
N 4.9828 0.2169 -4.8751
H 3.4896 -1.8055 -5.7045
H 5.0518 -2.0452 -6.4679
H 4.5363 -3.1328 -5.1766
H 6.2796 -1.3855 -4.5430
H 5.4623 -0.9389 -2.3712
H 4.8131 -2.5154 -2.7872
H 2.6210 -2.8055 -3.0164
H 2.0728 -1.4961 -4.1146
H 1.5461 -1.5204 -2.4345
H 5.5134 0.8167 -4.2456
H 4.0108 0.4410 -4.6572
*
```

Here are the Mulliken charges for atoms 1 to 8, given in e: -0.868 -0.322 -0.193 -0.032 -0.573 -0.406 -0.446 -0.598



Molecular formula: C32H56FNO13
Method: DFT, ωB97M-V with the def2-TZVPD basis set

Its SMILES is O=C1OC(=O)C(CCCNCc2ccccc2O)=C1F.COCCOCCOC.COCCOCCOC.COCCOCCOC. Its total energy is -2385.44328 Eh. As for the lowest unoccupied orbital energy: -0.9 eV. Its HOMO energy is -8.670 eV.

Geometry as ORCA input:
```
! wB97M-V def2-TZVPD RIJCOSX def2/J DEFGRID3
* xyz 0 1
O -2.2255 2.0862 4.0554
C -1.4960 1.3542 3.4868
O -0.6121 1.8022 2.5232
C -0.3056 0.7122 1.7181
O 0.0595 0.8308 0.6091
C -0.6136 -0.5157 2.4846
C -0.2404 -1.9387 2.2074
C 0.6497 -2.1631 0.9718
C 2.1027 -2.4359 1.3577
N 3.0229 -1.9925 0.3224
C 4.3038 -1.5421 0.8380
C 4.1594 -0.1643 1.4834
C 3.2570 0.7578 0.9496
C 3.0888 2.0109 1.5349
C 3.8260 2.3586 2.6613
C 4.7234 1.4490 3.2074
C 4.8868 0.1964 2.6206
O 5.8189 -0.6428 3.1943
C -1.3291 -0.1195 3.5314
F -1.8585 -0.8629 4.4665
H 0.3106 -2.2765 3.0852
H -1.1272 -2.5635 2.1801
H 0.6398 -1.3162 0.2977
H 0.2551 -3.0102 0.4173
H 2.3481 -1.9446 2.2954
H 2.2209 -3.5124 1.5286
H 3.1297 -2.6721 -0.4145
H 4.6711 -2.2345 1.6045
H 5.0285 -1.4893 0.0343
H 2.6591 0.5125 0.0889
H 2.3821 2.7020 1.1035
H 3.6846 3.3310 3.1056
H 5.2973 1.7080 4.0821
H 5.5174 -1.5533 3.1387
C -1.5545 4.8569 2.1076
O -2.0657 5.6880 3.1321
C -1.6620 5.2913 4.4378
C -1.3805 6.4920 5.3137
O -0.1830 7.1935 5.0091
C -0.1299 7.9877 3.8366
C -0.9162 9.2797 3.8984
O -2.3143 9.0571 3.8305
C -3.0692 9.9057 4.6647
H -2.0878 3.9061 2.0814
H -1.6894 5.3701 1.1554
H -0.4844 4.6730 2.2500
H -0.7740 4.6529 4.3956
H -2.4784 4.7191 4.8925
H -1.2260 6.1149 6.3279
H -2.2392 7.1646 5.3483
H -0.3948 7.4115 2.9481
H 0.9224 8.2668 3.7388
H -0.6242 9.9031 3.0427
H -0.6530 9.8145 4.8178
H -2.6669 9.9240 5.6838
H -4.0831 9.5102 4.7034
H -3.1022 10.9272 4.2689
C -4.0996 -0.9511 0.1032
O -4.1171 -0.2554 -1.1214
C -2.9991 0.6008 -1.3036
C -2.4931 0.5794 -2.7274
O -1.7970 -0.6063 -3.0794
C -2.5152 -1.8104 -3.2758
C -3.3266 -1.8821 -4.5506
O -4.4824 -1.0653 -4.4878
C -4.7851 -0.4082 -5.6985
H -4.3359 -0.2857 0.9425
H -4.8569 -1.7320 0.0499
H -3.1254 -1.4261 0.2767
H -2.1768 0.3202 -0.6374
H -3.3131 1.6245 -1.0609
H -1.7430 1.3696 -2.8075
H -3.2867 0.8140 -3.4387
H -3.1286 -2.0595 -2.4072
H -1.7428 -2.5800 -3.3474
H -3.6465 -2.9224 -4.6995
H -2.6917 -1.5934 -5.3958
H -3.9028 0.0937 -6.1106
H -5.5394 0.3467 -5.4819
H -5.1859 -1.1070 -6.4410
C 1.1557 -3.2508 -3.0914
O 1.1483 -4.6623 -3.0245
C 0.1148 -5.2641 -3.7858
C 0.5793 -6.5352 -4.4626
O 1.4495 -6.3427 -5.5660
C 2.7860 -5.9332 -5.3273
C 3.6900 -6.9975 -4.7442
O 3.3960 -7.2581 -3.3814
C 3.4924 -8.6196 -3.0275
H 0.3363 -2.8268 -2.5018
H 2.1032 -2.9070 -2.6784
H 1.0845 -2.8997 -4.1264
H -0.2671 -4.5715 -4.5441
H -0.7074 -5.5215 -3.1040
H -0.3078 -7.0073 -4.8922
H 0.9985 -7.2360 -3.7387
H 2.8262 -5.0184 -4.7332
H 3.1822 -5.6925 -6.3167
H 4.7275 -6.6449 -4.8122
H 3.5986 -7.9112 -5.3418
H 2.9471 -9.2547 -3.7343
H 3.0407 -8.7356 -2.0433
H 4.5374 -8.9452 -2.9782
*
```

Here are the Mulliken charges for atoms 1 to 8, given in e: -0.481 0.402 -0.081 0.415 -0.451 0.325 -1.260 -0.345



no.,F_max (eV/A)
1,3.2
2,3.5
3,5.1
4,1.3